1.
A structure of composition C12H27F5IrN5O4PTe in a non-equilibrium geometry. Source: OMol25; level of theory: ωB97M-V with the def2-TZVPD basis set.

Positions of all 56 atoms, in Å:
Ir 0.283600 0.215600 0.688100
C -1.296300 -2.003500 2.714600
O -0.408700 -1.073800 3.332700
C 0.253200 -0.155800 2.771400
O 1.050300 0.605500 3.209800
H -2.092500 -2.182900 3.436600
H -0.753400 -2.935500 2.533800
H -1.694900 -1.608900 1.774400
F 1.465500 -0.097700 -3.213000
Te 1.859300 -1.181800 -1.489200
F 3.584400 -1.069400 -2.289900
F 0.458500 -1.765300 0.348200
F 2.800900 -2.565700 -0.371500
F -0.265500 -0.260800 -1.490100
O 2.165900 0.259500 -0.480500
C -4.818600 2.391600 -2.318800
N -4.206100 1.813600 -1.146100
C -4.536300 2.444700 0.105000
P -2.953900 0.692100 -1.195000
O -2.186400 0.712200 0.065100
N -3.583900 -0.817800 -1.571400
C -2.838000 -1.988700 -1.193600
C -4.909600 -1.062900 -2.077500
N -2.129300 1.169000 -2.599400
C -2.089400 0.404700 -3.800800
C -1.230400 2.270300 -2.512800
H -5.898600 2.468100 -2.172700
H -4.612300 1.796600 -3.205300
H -4.446700 3.404700 -2.501800
H -5.578600 2.242900 0.371600
H -4.417300 3.530800 0.041700
H -3.890400 2.050000 0.887400
H -1.811200 -1.719500 -0.961900
H -2.841200 -2.704100 -2.020200
H -3.288000 -2.485500 -0.327400
H -5.388600 -0.142500 -2.394200
H -5.532400 -1.532700 -1.310300
H -4.862100 -1.760500 -2.920700
H -2.949100 -0.253100 -3.882300
H -1.184100 -0.218900 -3.815500
H -2.031400 1.066900 -4.666300
H -1.196800 2.625800 -1.484000
H -1.553100 3.074800 -3.180400
H -0.228200 1.964900 -2.831600
C 1.953900 5.312100 0.134500
N 1.143300 4.233400 0.629100
C 0.178700 4.331200 1.590000
C -0.336300 3.077200 1.765200
N 0.305000 2.228500 0.914400
C 1.197700 2.963800 0.242400
H 1.462800 6.263700 0.327000
H 2.127400 5.206300 -0.936800
H 2.921600 5.314900 0.639000
H -0.061100 5.253000 2.082100
H -1.112000 2.753100 2.430600
H 1.887000 2.565000 -0.479500

Cartesian forces, eV/Å:
-0.123 -0.495 -0.519
-0.609 -0.837 -0.630
0.209 0.166 0.954
-0.248 -0.031 -0.901
0.402 0.295 0.000
0.109 0.148 -0.120
-0.033 0.276 0.024
0.029 0.002 0.230
0.109 -1.247 1.351
2.866 -0.805 -3.124
-1.194 -0.321 0.525
-0.138 0.985 0.435
-1.214 1.153 -1.102
0.558 0.014 1.032
-0.970 1.115 1.771
-0.253 0.301 -0.344
1.589 -1.166 -0.562
-0.132 0.347 0.746
-3.948 -1.708 0.739
0.999 0.239 0.200
1.098 2.288 0.479
0.326 -0.697 0.224
-0.606 -0.254 -0.162
1.042 0.113 -0.461
-0.385 -0.253 -0.793
0.511 0.618 0.312
0.044 -0.129 -0.078
-0.099 -0.050 -0.099
0.032 0.010 0.024
0.066 -0.055 -0.065
0.072 -0.069 -0.021
-0.144 0.135 0.035
-0.026 -0.164 0.008
0.090 0.005 0.016
-0.014 0.042 -0.035
-0.091 -0.035 -0.033
0.002 0.085 -0.012
-0.008 0.157 -0.017
-0.035 -0.011 0.064
0.103 0.097 0.215
0.043 0.086 0.041
-0.006 0.137 -0.062
-0.122 0.019 -0.048
-0.062 -0.157 -0.049
0.903 0.721 -0.299
-0.458 -0.821 -0.060
-0.599 -0.603 0.465
-0.304 0.762 0.479
0.493 -0.379 -0.543
0.373 -0.008 -0.314
-0.060 -0.111 -0.031
-0.112 -0.030 0.109
-0.088 0.002 0.000
-0.020 0.154 0.026
-0.080 -0.041 0.097
0.114 0.007 -0.116

Calculated values
HOMO (alpha / beta): -15.47 / -15.40 eV
Total charge: +2
Molecular weight: 751.160 g mol⁻¹
Frontier orbital gap (alpha / beta): 8.67 / 5.29 eV
DFT total energy: -61511.3393 eV
Spin multiplicity: 6
Expectation value of S²: 8.7871

Atom charges from the Mulliken analysis, given in e for atoms 1 to 8:
1 Ir 2.164
2 C -0.295
3 O -0.324
4 C 0.615
5 O -0.306
6 H 0.312
7 H 0.280
8 H 0.003


2.
A structure of composition C21H34BNO3P2Pd in a non-equilibrium geometry. Source: OMol25; level of theory: ωB97M-V with the def2-TZVPD basis set.

Positions of all 63 atoms, in Å:
Pd 0.049543 -0.617098 -0.383594
P 2.388088 -0.602709 -0.691276
P -2.335677 -0.390114 -0.442382
N -0.085451 -0.190134 -2.283277
H 0.533389 -1.894824 0.734383
C 2.826377 -2.056916 -1.694693
H 3.917199 -2.175795 -1.729045
H 2.433018 -1.910150 -2.707004
H 2.373896 -2.959150 -1.267780
C 3.466262 -0.707785 0.768176
H 4.488935 -0.951648 0.448767
H 3.104719 -1.480366 1.455947
H 3.468584 0.253371 1.294102
C 3.064810 0.806411 -1.627221
H 4.156015 0.860788 -1.510857
H 2.615082 1.733866 -1.256403
H 2.817080 0.697694 -2.689429
C -3.236417 -1.475452 -1.586438
H -4.304940 -1.215132 -1.580591
H -3.087400 -2.507228 -1.258132
H -2.822565 -1.345938 -2.593810
C -3.192854 -0.397387 1.164263
H -4.264602 -0.573602 1.001660
H -3.038521 0.569209 1.658438
H -2.774675 -1.203080 1.773155
C -2.823251 1.254573 -1.083316
H -3.909799 1.376043 -0.990110
H -2.531380 1.342361 -2.133534
H -2.309863 2.025726 -0.501989
C -0.032464 0.858566 -3.072053
C 0.052716 1.559128 -5.429896
C -0.006584 0.551196 -4.486059
C 0.006190 2.250540 -2.683178
C 0.058183 3.239133 -3.648137
C 0.074817 2.904247 -5.011768
H 0.079458 1.284650 -6.485498
H -0.037105 -0.514181 -4.734800
H -0.016111 2.476279 -1.612079
H 0.083195 4.286240 -3.334806
H 0.107350 3.700060 -5.759490
C -0.130906 -2.929144 1.143058
O -1.316964 -2.772401 0.579440
C 0.644721 -4.178147 0.682985
H 0.596821 -4.924753 1.483565
H 1.704161 -3.950625 0.520203
H 0.196231 -4.593712 -0.219154
C -0.113421 -2.813452 2.676861
H -1.036162 -3.261575 3.058340
H -0.052443 -1.768046 2.984312
H 0.745208 -3.344947 3.097871
O 0.835483 0.317344 2.411250
B 0.117726 0.612251 1.210546
O -0.599237 1.819171 1.442999
C -0.362168 2.190084 2.743958
C -1.087209 3.080243 3.508230
C -0.919040 3.011213 4.896351
C -0.040430 2.095849 5.481958
C 0.720902 1.224156 4.693600
C 0.517124 1.282521 3.328864
H -1.773749 3.778195 3.033210
H -1.488718 3.695065 5.529184
H 0.058862 2.059261 6.570135
H 1.427934 0.510036 5.111978

Cartesian forces, eV/Å:
-0.536 -0.287 0.571
0.030 -0.481 -0.057
-0.318 0.422 -0.168
0.100 0.611 -1.392
-0.411 -1.798 0.905
0.644 -0.047 -0.078
-0.106 -0.152 -0.192
0.037 -0.054 0.205
0.111 0.257 -0.119
0.352 -0.047 -0.040
-0.129 0.077 0.158
0.029 0.171 -0.125
-0.061 -0.211 -0.060
0.175 0.018 0.005
-0.220 -0.008 -0.075
0.088 -0.138 -0.065
0.010 0.051 0.231
-0.419 -0.111 0.238
0.164 -0.190 -0.139
-0.097 0.098 -0.138
-0.053 -0.010 0.250
-0.284 -0.265 -0.064
0.146 0.119 0.188
-0.023 -0.211 -0.130
-0.150 0.155 -0.050
-0.005 -0.100 0.065
0.167 0.052 -0.049
-0.097 0.022 0.156
-0.106 -0.064 -0.080
0.019 0.394 -1.188
-0.021 -0.087 0.294
-0.012 0.343 0.295
0.011 -0.587 0.126
-0.029 -0.184 0.065
0.046 0.013 -0.265
-0.022 0.275 0.237
0.021 0.458 -0.086
0.024 -0.048 -0.355
-0.015 -0.333 -0.188
0.007 -0.260 0.241
1.450 0.348 0.190
-0.436 0.188 -0.219
0.055 0.124 0.096
-0.038 -0.032 -0.214
-0.159 -0.129 -0.001
0.131 0.097 -0.061
-0.047 0.360 -0.084
0.127 0.009 0.035
-0.158 -0.150 0.085
-0.097 0.093 -0.044
0.280 0.271 -0.344
0.314 1.218 1.132
0.280 0.128 0.047
-0.345 -0.619 0.373
0.120 0.196 0.051
0.039 0.236 0.041
0.246 0.147 0.038
0.048 0.204 0.050
-0.756 -0.241 0.054
0.029 -0.179 0.194
0.178 -0.254 -0.161
-0.024 0.059 -0.393
-0.306 0.065 0.008

Calculated values
HOMO (alpha / beta): -4.67 / -8.16 eV
Molecular weight: 527.687 g mol⁻¹
Frontier orbital gap (alpha / beta): 5.37 / 6.83 eV
DFT total energy: -52692.2935 eV
Spin multiplicity: 5
Expectation value of S²: 6.0774

Atom charges from the Mulliken analysis, given in e for atoms 1 to 8:
1 Pd -0.447
2 P 1.397
3 P 1.582
4 N -0.934
5 H -0.288
6 C -1.288
7 H 0.442
8 H 0.337


3.
A structure of composition CH4ClN in a non-equilibrium geometry. Source: OMol25; level of theory: ωB97M-V with the def2-TZVPD basis set.

Positions of all 7 atoms, in Å:
C 0.730869 0.627655 -0.093677
N -0.785951 -0.636898 0.048118
Cl 2.182414 -0.247041 0.022551
H 0.346929 1.117275 0.772397
H 0.470250 1.251921 -0.934273
H -0.224740 -1.394391 0.526890
H -0.864475 -0.814903 -0.874742

Cartesian forces, eV/Å:
-4.757 -2.268 0.736
4.056 2.656 4.158
0.488 0.159 -0.188
0.780 0.316 0.859
0.632 -0.396 -0.664
-0.929 0.875 -1.052
-0.271 -1.343 -3.850

Calculated values
HOMO: -9.75 eV
Energy relative to the best compared isomer or geometry (same formula, charge and spin): 51.8 kcal/mol
Molecular weight: 65.503 g mol⁻¹
Frontier orbital gap: 10.80 eV
DFT total energy: -15112.1124 eV
Spin multiplicity: 1

In elementary charge units, the Mulliken charges are:
1 C -0.316
2 N -0.625
3 Cl -0.121
4 H 0.287
5 H 0.315
6 H 0.239
7 H 0.222


4.
A structure of composition C14H28F3Mn2N4O10S in a non-equilibrium geometry. Source: OMol25; level of theory: ωB97M-V with the def2-TZVPD basis set.

Positions of all 62 atoms, in Å:
Mn -1.036979 0.268052 3.434959
Mn -1.462969 -2.622798 0.745329
C -5.611639 -0.976008 2.519009
F -5.595119 -0.134768 1.446939
F -6.043749 -0.366278 3.567599
F -6.391949 -1.997398 2.182309
S -3.816399 -1.613358 2.925589
O -3.185539 -2.170108 1.678319
O -3.003169 -0.475568 3.355659
O -4.032279 -2.628408 4.000549
C -0.476189 -0.268368 0.941459
O -0.864919 -0.793548 -0.096101
O -0.736459 0.841952 1.439109
O -0.576409 -1.029498 1.906149
C -2.752639 3.709292 1.155339
O -3.110279 4.448332 2.074659
N -3.486359 3.426612 0.028669
C -3.078809 2.396892 -0.929251
C -4.597009 4.311432 -0.434451
H -1.767339 3.218012 1.161929
H -3.276989 2.752522 -1.940371
H -3.621259 1.459412 -0.806891
H -2.070849 2.075372 -0.667091
H -4.694929 5.130662 0.277849
H -4.591009 4.676222 -1.461581
H -5.475059 3.671782 -0.345151
C 2.282231 3.124752 -0.571161
O 1.406831 3.552872 0.194099
N 3.044711 1.987192 -0.359731
C 2.939801 1.125062 0.734849
C 4.103961 1.657092 -1.357121
H 2.616551 3.574402 -1.518911
H 3.740941 1.361642 1.435069
H 2.932621 0.060202 0.502199
H 1.984771 1.291142 1.233289
H 4.084051 0.664532 -1.807141
H 4.057861 2.238722 -2.277811
H 5.064861 1.870342 -0.888821
C 2.832551 -2.449498 2.444259
O 3.671721 -1.536658 2.268249
N 3.166121 -3.709118 2.404239
C 2.172351 -4.749158 2.338479
C 4.617041 -4.182478 2.313909
H 1.771621 -2.310568 2.703739
H 2.131511 -5.132558 1.318949
H 1.228051 -4.261808 2.581109
H 2.240201 -5.584498 3.035409
H 4.727621 -4.395688 1.250709
H 5.362801 -3.502048 2.724959
H 4.663521 -5.174788 2.762539
C 1.179871 0.739842 -5.355421
O 1.561031 0.466282 -6.512241
N 0.580041 -0.120188 -4.509151
C 0.451891 0.339302 -3.119061
C 0.457151 -1.526978 -4.667191
H 1.459931 1.728622 -4.960351
H 1.197231 -0.308428 -2.657531
H -0.538799 0.153502 -2.704191
H 0.805901 1.355112 -2.943251
H -0.489909 -1.957228 -4.341541
H 0.585361 -1.684488 -5.738101
H 1.262281 -2.014908 -4.117831

Cartesian forces, eV/Å:
-0.679 0.026 -1.726
-0.026 1.847 0.380
0.466 0.032 -2.347
0.459 -0.647 1.195
-0.128 0.269 0.664
0.727 0.193 0.547
-0.526 -3.695 2.508
-0.914 -0.066 0.139
0.263 1.176 0.346
0.482 2.663 -3.071
-4.705 2.213 1.062
0.767 -0.992 -5.088
1.291 6.107 -1.229
2.526 -8.990 6.577
-0.801 0.724 0.195
0.361 -0.793 -1.138
0.136 0.933 -0.945
-0.002 -0.024 1.060
-0.322 -1.218 1.652
-0.090 -0.243 -0.028
0.650 -0.057 -0.018
-0.673 0.030 0.090
0.394 0.442 -0.641
0.045 -0.046 -0.148
0.858 -0.162 0.008
-0.458 0.335 -0.074
-0.413 -0.764 1.653
1.467 -0.804 -1.462
-0.028 0.965 -3.458
-0.611 -0.353 1.686
-0.128 0.669 0.239
-0.438 0.419 0.116
0.037 -0.483 0.308
0.474 0.079 -0.356
-0.005 0.366 0.141
-0.263 -0.479 0.881
-0.321 0.717 0.366
0.179 -0.345 -0.166
2.282 2.804 -0.168
-2.100 -1.093 0.507
2.076 -2.864 0.966
-0.663 0.382 -0.202
-1.890 -0.220 -0.892
-0.119 0.409 -0.253
-0.127 -0.276 -0.043
-0.332 -0.109 -0.154
0.612 0.164 0.092
0.729 0.380 -0.088
-0.492 0.097 -0.185
-0.043 0.239 0.459
1.715 -0.979 -3.312
-1.024 0.260 2.165
-0.996 2.287 1.649
0.914 -1.014 -0.332
0.510 -0.250 -1.293
-0.583 -0.094 0.353
-0.185 0.001 1.098
0.070 0.137 -0.032
-0.387 0.056 -0.343
-0.168 0.390 0.029
0.007 -0.487 0.056
0.143 -0.264 0.009

Calculated values
HOMO (alpha / beta): -11.05 / -11.05 eV
Total charge: +1
Energy relative to the best compared isomer or geometry (same formula, charge and spin): 170.1 kcal/mol
Molecular weight: 611.333 g mol⁻¹
Frontier orbital gap (alpha / beta): 5.33 / 5.23 eV
DFT total energy: -123026.5173 eV
Spin multiplicity: 11
Expectation value of S²: 30.0063

Atom charges from the Mulliken analysis, given in e for atoms 1 to 8:
1 Mn 1.074
2 Mn 1.163
3 C 0.577
4 F -0.190
5 F -0.150
6 F -0.165
7 S 0.938
8 O -0.713